Entry 1:
{
  "formula": "H26KrO13",
  "method": "the ωB97M-V functional and the def2-TZVPD basis",
  "lumo_energy_ev": 0.07,
  "largest_force_ha_per_bohr": 0.0213,
  "homo_ev": -10.8789,
  "total_charge": 0,
  "e_tot_ha": -3747.35642,
  "gap_ev": 10.95,
  "symbols": ["Kr", "O", "H", "H", "O", "H", "H", "O", "H", "H", "O", "H", "H", "O", "H", "H", "O", "H", "H", "O", "H", "H", "O", "H", "H", "O", "H", "H", "O", "H", "H", "O", "H", "H", "O", "H", "H", "O", "H", "H"],
  "xyz": [[0.124, 0.196, 0.374], [-2.292, -3.740, 0.433], [-1.992, -3.131, -0.242], [-2.969, -4.261, 0.003], [0.688, -0.039, 3.795], [0.771, 0.905, 3.659], [-0.256, -0.200, 3.787], [1.944, -3.049, -1.258], [2.522, -3.784, -1.462], [1.946, -3.000, -0.302], [-1.568, 2.101, -1.984], [-2.108, 1.712, -1.296], [-1.027, 1.379, -2.302], [-3.005, -0.069, -0.198], [-2.267, -0.624, 0.055], [-3.645, -0.676, -0.570], [-3.579, 1.090, 2.190], [-3.143, 1.915, 1.974], [-3.449, 0.541, 1.417], [0.709, 3.583, 1.641], [-0.186, 3.384, 1.916], [0.607, 4.045, 0.809], [2.831, 2.123, 2.966], [3.580, 1.985, 2.386], [2.262, 2.723, 2.485], [2.140, -3.187, 1.587], [2.488, -2.464, 2.109], [1.941, -3.871, 2.227], [-0.905, -2.156, -1.430], [-0.849, -1.292, -1.837], [-0.067, -2.572, -1.632], [0.401, 4.138, -1.273], [-0.100, 4.917, -1.511], [-0.194, 3.408, -1.443], [-0.296, 0.045, -3.110], [0.625, -0.049, -2.868], [-0.315, -0.127, -4.052], [2.595, -0.404, -2.492], [3.530, -0.211, -2.424], [2.505, -1.285, -2.129]]
}

***

Entry 2:
{
  "formula": "C17H22ClN3OS",
  "method": "the ωB97M-V functional and the def2-TZVPD basis",
  "lumo_energy_ev": 0.55,
  "largest_force_ha_per_bohr": 0.0388,
  "smiles": "CCCOc1ccc(Cc2c(Cl)nc(SC)nc2N(C)C)cc1",
  "homo_ev": -8.2924,
  "total_charge": 0,
  "e_tot_ha": -1758.85157,
  "gap_ev": 8.85,
  "symbols": ["Cl", "N", "N", "O", "S", "C", "C", "C", "C", "C", "C", "C", "C", "C", "C", "N", "C", "C", "C", "C", "C", "C", "C", "H", "H", "H", "H", "H", "H", "H", "H", "H", "H", "H", "H", "H", "H", "H", "H", "H", "H", "H", "H", "H", "H"],
  "xyz": [[-3.519, 2.749, 1.091], [-2.431, 1.670, 3.207], [-0.085, 1.263, 3.513], [-1.317, -2.400, -3.275], [-1.728, 0.387, 5.458], [-1.374, 1.220, 3.927], [-2.174, 2.119, 1.987], [0.180, 1.672, 2.262], [0.170, -0.822, -2.000], [-2.190, -0.472, -2.171], [0.286, 0.358, -1.252], [-2.077, 0.699, -1.462], [-1.090, -1.265, -2.498], [-0.890, 2.036, 1.403], [-0.843, 1.146, -0.980], [1.500, 1.623, 1.792], [-0.426, 1.152, 6.503], [-0.724, 2.364, -0.097], [2.303, 2.849, 1.851], [2.218, 0.337, 2.116], [1.101, -4.325, -5.304], [-0.397, -3.484, -3.454], [0.332, -3.125, -4.743], [1.085, -1.375, -2.241], [-3.183, -0.723, -2.537], [1.270, 0.677, -0.937], [-2.996, 1.263, -1.264], [0.549, 1.152, 6.024], [-0.649, 2.146, 6.740], [-0.336, 0.570, 7.452], [0.261, 2.820, -0.294], [-1.473, 3.117, -0.395], [1.731, 3.720, 1.489], [3.145, 2.715, 1.172], [2.652, 3.068, 2.884], [2.554, 0.328, 3.157], [3.121, 0.264, 1.495], [1.580, -0.506, 1.894], [0.429, -5.183, -5.512], [1.626, -4.011, -6.224], [1.840, -4.710, -4.611], [0.301, -3.620, -2.592], [-0.959, -4.411, -3.578], [1.008, -2.282, -4.519], [-0.381, -2.771, -5.479]]
}

***

Entry 3:
{
  "formula": "C2H7N3O3",
  "method": "the ωB97M-V functional and the def2-TZVPD basis",
  "lumo_energy_ev": 0.55,
  "largest_force_ha_per_bohr": 0.0298,
  "homo_ev": -9.0401,
  "total_charge": 0,
  "e_tot_ha": -470.28128,
  "gap_ev": 9.59,
  "symbols": ["C", "C", "N", "N", "N", "O", "O", "O", "H", "H", "H", "H", "H", "H", "H"],
  "xyz": [[-0.776, -0.875, 0.387], [0.232, 0.080, -0.159], [-0.189, 1.129, -0.862], [1.460, 0.097, 0.342], [1.476, -0.734, -2.665], [1.766, -1.248, -3.713], [1.999, 0.322, -2.280], [0.610, -1.263, -1.917], [-1.456, -1.176, -0.407], [-0.287, -1.769, 0.759], [-1.347, -0.411, 1.189], [0.524, 1.611, -1.397], [-1.097, 1.063, -1.295], [1.773, -0.718, 0.848], [2.152, 0.570, -0.235]]
}

***

Entry 4:
{
  "formula": "C15H46F6O8P",
  "method": "the ωB97M-V functional and the def2-TZVPD basis",
  "lumo_energy_ev": 2.69,
  "largest_force_ha_per_bohr": 0.0586,
  "homo_ev": -6.6319,
  "total_charge": -1,
  "e_tot_ha": -2141.78963,
  "gap_ev": 9.32,
  "symbols": ["P", "F", "F", "F", "F", "F", "F", "C", "C", "O", "H", "H", "H", "H", "H", "H", "C", "C", "O", "H", "H", "H", "H", "H", "H", "C", "C", "O", "H", "H", "H", "H", "H", "H", "O", "H", "H", "O", "H", "H", "C", "C", "C", "O", "H", "H", "H", "H", "H", "H", "H", "H", "C", "C", "C", "O", "H", "H", "H", "H", "H", "H", "H", "H", "C", "C", "C", "O", "H", "H", "H", "H", "H", "H", "H", "H"],
  "xyz": [[0.592, -0.656, -1.131], [0.291, -1.729, -0.009], [2.135, -1.187, -0.988], [0.218, -1.720, -2.262], [1.029, 0.449, -2.289], [-0.987, -0.179, -1.174], [0.725, 0.467, 0.115], [4.271, -0.050, 1.592], [3.400, 0.221, 2.812], [3.266, -0.853, 3.620], [4.238, 0.850, 0.978], [3.921, -0.954, 1.094], [5.326, -0.119, 1.860], [2.382, 0.457, 2.502], [3.730, 1.034, 3.458], [2.961, -1.560, 3.047], [3.973, -3.766, 0.993], [2.652, -4.203, 1.676], [1.918, -2.987, 2.051], [4.656, -4.597, 0.813], [4.585, -3.088, 1.588], [3.969, -3.313, 0.002], [3.002, -4.957, 2.381], [2.156, -4.864, 0.965], [1.564, -2.570, 1.263], [-2.913, -0.216, -5.069], [-2.457, 0.742, -3.903], [-1.098, 0.920, -4.202], [-2.270, -1.055, -5.337], [-3.089, 0.433, -5.927], [-3.864, -0.697, -4.842], [-2.558, 0.423, -2.866], [-2.920, 1.700, -4.140], [-0.594, 0.287, -3.685], [-0.339, 2.553, -0.875], [-0.112, 1.649, -0.656], [0.358, 2.840, -1.465], [-2.967, 1.742, -0.518], [-3.588, 1.127, -0.128], [-2.254, 1.191, -0.840], [-1.102, 0.238, 4.789], [-0.665, -0.171, 3.360], [-1.779, -1.054, 2.666], [-0.498, 1.010, 2.600], [-0.945, -0.504, 5.572], [-2.184, 0.351, 4.844], [-0.626, 1.211, 4.914], [0.257, -0.753, 3.352], [-2.186, -1.850, 3.290], [-1.363, -1.452, 1.741], [-2.593, -0.419, 2.315], [-0.129, 0.759, 1.749], [-6.151, -1.249, -0.209], [-4.785, -1.273, 0.448], [-3.715, -1.847, -0.477], [-4.481, 0.079, 0.694], [-6.825, -0.727, 0.470], [-6.535, -2.225, -0.505], [-6.028, -0.697, -1.141], [-4.874, -1.785, 1.407], [-3.747, -1.477, -1.502], [-3.826, -2.924, -0.597], [-2.696, -1.551, -0.228], [-5.263, 0.318, 1.197], [3.814, 4.116, -2.677], [2.792, 3.296, -1.925], [3.111, 3.253, -0.442], [1.601, 4.014, -2.064], [4.816, 3.751, -2.454], [3.685, 5.189, -2.537], [3.785, 3.948, -3.753], [2.717, 2.327, -2.419], [4.094, 2.844, -0.210], [2.439, 2.892, 0.337], [3.226, 4.300, -0.159], [1.352, 4.298, -2.947]]
}

***

Entry 5:
{
  "formula": "C5H12O4",
  "method": "the ωB97M-V functional and the def2-TZVPD basis",
  "lumo_energy_ev": 0.78,
  "largest_force_ha_per_bohr": 0.0605,
  "homo_ev": -8.7017,
  "total_charge": 0,
  "e_tot_ha": -498.48075,
  "gap_ev": 9.48,
  "symbols": ["C", "C", "C", "C", "C", "O", "O", "O", "O", "H", "H", "H", "H", "H", "H", "H", "H", "H", "H", "H", "H"],
  "xyz": [[0.410, -0.563, -0.512], [-0.675, 0.062, 0.254], [0.554, -0.449, -1.998], [-1.432, 1.222, -0.317], [-0.710, -0.079, 1.755], [1.294, 1.138, 0.285], [2.310, 0.507, 1.138], [1.169, -1.499, 0.066], [-1.374, -1.356, -0.403], [3.100, 1.020, 0.928], [1.811, -1.023, 0.679], [-1.207, -2.064, 0.235], [-0.404, -0.400, -2.506], [1.103, 0.465, -2.224], [1.132, -1.290, -2.376], [-0.262, 0.806, 2.198], [-1.087, 1.549, -1.293], [-2.490, 0.985, -0.416], [-1.334, 2.090, 0.334], [-1.751, -0.174, 2.066], [-0.156, -0.946, 2.107]]
}

***

Entry 6:
{
  "formula": "C3H10NO2",
  "method": "the ωB97M-V functional and the def2-TZVPD basis",
  "s2": 0.76,
  "lumo_energy_ev": [-10.18, -13.78],
  "largest_force_ha_per_bohr": 0.0834,
  "homo_ev": [-21.3580, -21.2519],
  "total_charge": 2,
  "e_tot_ha": -324.68733,
  "multiplicity": 2,
  "gap_ev": [11.18, 7.47],
  "symbols": ["C", "C", "C", "O", "N", "H", "H", "H", "H", "H", "H", "H", "H", "H", "H", "O"],
  "xyz": [[0.244, -0.449, 1.342], [-0.834, 0.309, 0.588], [-1.257, -0.172, -0.800], [-0.443, -0.838, -1.548], [1.286, -0.949, 0.404], [-0.083, -1.198, 1.953], [0.847, 0.128, 2.067], [-0.585, 1.407, 0.681], [-1.647, 0.228, 1.372], [-2.328, -0.184, -1.044], [1.060, -1.316, -0.637], [1.792, -1.590, 1.004], [2.020, -0.133, 0.132], [-0.502, 2.192, -2.089], [0.652, 1.137, -1.874], [-0.222, 1.428, -1.551]]
}

***

ΔE to the lowest compared entry with this formula, charge and spin (computed, kcal/mol): 0.0 4.0 99.1 56.4 133.6 58.2